Computed, not measured: C42H39InN9O5S as an isolated structure, with the ωB97M-V functional and the def2-TZVPD basis.

Structure (XYZ):
```
97
Properties=species:S:1:pos:R:3:forces:R:3
In -0.815 1.224 -0.271 -0.203 0.261 0.115
S 0.487 -0.347 -3.341 0.014 -0.047 -0.062
O -1.950 3.674 -4.378 0.253 0.062 -0.055
O -0.351 0.413 1.744 -0.120 -0.209 -0.033
O -2.774 0.852 -1.506 0.340 -0.323 -0.267
O -1.053 2.914 -1.735 -0.197 -0.273 -0.124
O 0.756 2.544 0.795 -0.215 -0.034 0.601
N 5.858 -2.904 1.431 -0.146 -0.083 0.380
N -1.648 -0.974 -0.286 0.218 -0.020 -0.061
N 4.510 -3.064 1.430 -0.023 0.126 -0.245
N 6.315 -3.178 2.595 -0.238 -0.014 -0.087
N 1.435 -0.279 -0.469 0.268 0.248 0.386
N -1.659 2.977 0.812 -0.347 -0.518 0.609
N 3.029 -1.679 0.112 0.031 -0.217 0.274
N -1.083 3.159 2.055 -0.141 0.021 -0.329
N -2.225 -1.368 -1.492 0.184 -0.006 0.117
C 1.184 3.171 5.564 -0.019 -0.033 -0.052
C 3.803 -2.897 0.186 -0.025 0.129 -0.002
C -0.010 -0.604 -5.054 0.043 -0.023 0.062
C -4.093 -1.904 -5.220 0.037 0.029 0.052
C 0.996 -2.727 -0.909 -0.012 0.099 0.188
C 0.183 2.855 1.919 0.428 0.129 -0.424
C -1.632 -2.792 2.893 0.012 0.049 -0.022
C -0.620 -0.600 2.482 0.000 0.158 0.061
C 0.445 3.266 4.393 0.003 0.024 0.044
C -3.476 -1.760 -3.986 0.034 -0.002 0.003
C -1.321 -1.738 2.014 -0.066 -0.141 -0.052
C -4.627 -0.795 -5.870 0.028 -0.003 0.082
C 5.232 -3.977 4.729 0.012 -0.011 0.092
C -2.751 -0.309 -2.043 -0.320 0.296 -0.092
C -2.696 3.798 -3.236 0.123 -0.081 0.009
C -3.391 -0.502 -3.388 -0.039 0.055 0.121
C 1.770 -1.554 -0.400 0.002 0.232 -0.320
C 0.995 2.857 3.179 0.018 -0.038 -0.175
C 2.827 -4.245 4.489 -0.020 0.065 -0.044
C 2.113 0.371 -3.641 -0.100 0.017 -0.029
C -0.533 -1.651 4.683 -0.018 -0.160 -0.041
C -4.817 4.615 -2.384 0.072 -0.026 -0.134
C 5.249 -3.545 3.400 0.307 0.023 0.041
C -4.537 0.458 -5.279 0.035 -0.029 0.035
C -3.927 0.602 -4.037 -0.037 0.029 -0.087
C 4.012 -4.333 5.254 0.013 -0.019 0.028
C -1.258 -2.766 4.218 0.081 0.037 -0.006
C -4.411 4.304 -1.111 -0.011 -0.042 0.032
C 4.077 -3.469 2.658 -0.032 0.007 -0.164
C -0.219 -0.607 3.851 0.054 0.047 -0.036
C 2.515 0.434 0.043 -0.175 -0.018 -0.307
C -0.866 2.756 -4.432 -0.079 0.030 -0.101
C 3.034 2.261 4.330 -0.084 0.025 -0.013
C -1.803 -1.822 0.658 -0.029 -0.176 0.223
C -2.721 3.604 0.498 0.128 0.422 -0.122
C 3.508 -0.414 0.396 0.035 -0.067 -0.095
C 2.824 -3.798 3.188 -0.079 0.018 -0.024
C -2.254 3.409 -1.936 0.364 0.178 0.247
C -3.933 4.368 -3.439 -0.230 0.040 0.054
C 2.295 2.365 3.157 0.037 -0.031 0.043
C -3.158 3.722 -0.877 -0.033 -0.209 0.009
C 2.479 2.662 5.539 -0.017 -0.007 -0.049
H -1.166 1.773 -4.081 -0.020 -0.086 0.036
H 0.124 0.310 -5.633 -0.043 -0.003 -0.022
H 2.025 1.250 -4.283 0.034 -0.020 0.041
H 1.898 -3.690 2.631 0.131 -0.012 0.051
H 3.046 2.570 6.458 -0.009 0.016 -0.027
H 0.744 3.477 6.506 0.003 0.012 -0.027
H 3.139 -3.738 0.019 -0.076 -0.074 0.039
H -5.052 4.511 -0.260 0.025 0.006 -0.008
H 4.578 -2.896 -0.574 0.087 -0.031 -0.148
H -4.200 4.621 -4.460 0.013 -0.026 0.045
H 2.703 2.035 2.212 -0.010 0.017 0.055
H -3.860 1.570 -3.557 -0.021 -0.021 -0.002
H -5.791 5.048 -2.574 0.022 0.024 0.002
H -3.050 -2.610 -3.466 -0.054 0.043 -0.035
H 0.326 0.260 4.211 -0.025 -0.049 -0.014
H 1.886 -4.522 4.944 -0.034 0.031 0.032
H 0.570 -1.414 -5.498 -0.033 0.032 -0.055
H 2.475 1.509 0.115 -0.049 -0.121 0.045
H 3.949 -4.683 6.277 -0.004 0.032 -0.056
H -5.121 -0.911 -6.828 0.030 0.004 -0.018
H 2.780 -0.359 -4.101 0.024 0.033 -0.020
H 0.097 -2.376 -1.400 -0.058 0.002 -0.022
H -4.162 -2.886 -5.676 0.002 0.028 0.008
H -0.017 3.086 -3.838 0.001 0.021 0.011
H -1.533 -3.574 4.885 0.060 0.049 -0.024
H -0.592 2.706 -5.487 -0.025 -0.007 -0.033
H 2.514 0.671 -2.675 0.028 0.003 -0.035
H -2.204 -3.632 2.505 0.033 0.033 0.010
H -0.214 -1.615 5.720 -0.038 0.012 -0.019
H 1.580 -3.292 -1.640 -0.007 0.027 0.003
H 4.037 1.851 4.304 -0.001 0.015 -0.014
H -0.573 3.634 4.400 0.049 -0.017 0.003
H -1.066 -0.872 -5.048 0.001 -0.006 -0.036
H -3.205 4.217 1.260 -0.024 0.106 0.023
H -2.387 -2.708 0.402 0.009 -0.065 0.013
H 6.147 -4.025 5.308 -0.063 -0.013 -0.042
H 4.488 -0.258 0.819 -0.100 -0.009 -0.028
H -4.945 1.328 -5.779 0.003 -0.012 0.020
H 0.709 -3.398 -0.093 0.019 0.028 -0.010
```
Positions in Å, forces in eV/Å.

Values from the calculation:
lowest unoccupied orbital energy: 2.0133 eV
net charge: -1
relative energy (zero: lowest compared OMol25 entry of this formula, charge and spin): 1.214 eV
spin multiplicity: 1
HOMO level: -0.16519 hartree

How is the electron density shared among the atoms? According to Mulliken, the charges in e are:
1. In 2.3326
2. S 0.5485
3. O -0.5167
4. O 0.2043
5. O -0.8323
6. O -1.0573
7. O -0.7527
8. N -0.6354
9. N 0.6502
10. N 0.7952
11. N -0.5792
12. N 0.5617
13. N 0.5216
14. N 0.3671
15. N -0.9810
16. N -0.8542
17. C -0.7092
18. C -1.2355
19. C -0.9148
20. C -0.6601
21. C -1.7022
22. C 0.0541
23. C -0.6806
24. C 0.0206
25. C -0.0624
26. C -0.1275
27. C 1.3270
28. C -0.4021
29. C -0.7317
30. C -0.1002
31. C -0.1170
32. C 0.3526
33. C 0.7697
34. C 0.1028
35. C -0.5137
36. C -1.1017
37. C -0.6705
38. C -0.7488
39. C -0.0431
40. C -0.7518
41. C -0.1673
42. C -0.5705
43. C -0.9671
44. C -0.7354
45. C 1.2361
46. C -0.6679
47. C -1.3752
48. C -0.2386
49. C -0.7826
50. C -1.0336
51. C -1.1484
52. C -0.8282
53. C -0.4858
54. C 1.3060
55. C -0.3927
56. C 0.0937
57. C 0.8581
58. C -0.3435
59. H -0.1708
60. H 0.2955
61. H 0.3823
62. H 0.3988
63. H 0.3775
64. H 0.3735
65. H 0.6488
66. H 0.4215
67. H 0.1922
68. H 0.4275
69. H 0.2207
70. H 0.4595
71. H 0.3478
72. H 0.3476
73. H 0.0860
74. H 0.4293
75. H 0.4460
76. H 1.1441
77. H 0.3650
78. H 0.3868
79. H 0.3702
80. H -0.0257
81. H 0.3827
82. H 0.2526
83. H 0.3978
84. H 0.2783
85. H 0.1789
86. H 0.3666
87. H 0.4698
88. H 0.5752
89. H 0.4132
90. H 0.4494
91. H 0.0700
92. H 0.4430
93. H 0.2342
94. H 0.4158
95. H 0.5454
96. H 0.4332
97. H 0.2863